DFT (the ωB97M-V functional and the def2-TZVPD basis) results for a cluster of 12 separate species, C4H32N2O12S in total in a non-equilibrium geometry.

Calculated values
charge = +1
spin multiplicity = 2
E_tot = -1581.86599 Eh

Last column: Löwdin charge in e.
Atoms and positions in Å:
C  2.389  -0.341  -1.635  -0.06
N  1.243  -1.236  -1.413  0.05
C  0.216  -0.663  -0.691  -0.21
C  0.040  -1.116  0.726  -0.47
S  -1.084  -2.502  1.075  0.84
C  -0.786  0.036  -1.367  -0.31
N  -0.951  0.200  -2.694  0.23
O  -1.672  0.594  -0.523  0.10
H  2.058  0.674  -1.887  0.10
H  2.939  -0.814  -2.451  0.10
H  3.092  -0.088  -0.845  0.07
H  1.557  -2.152  -1.101  0.11
H  -4.258  -2.802  -1.165  0.04
H  0.993  -1.387  1.173  0.07
H  -0.330  -0.227  1.232  0.05
H  -0.392  -3.289  0.220  -0.10
H  -1.507  1.023  -2.916  0.11
H  -1.314  -0.559  -3.262  0.15
H  0.217  -0.005  3.989  0.00
H  1.031  -1.235  4.163  0.03
O  0.697  -0.490  4.671  -0.04
H  -2.535  3.461  -1.456  0.06
H  -1.306  3.171  -2.289  0.03
O  -2.259  3.050  -2.281  -0.03
H  0.144  3.125  0.577  0.01
H  0.577  4.120  -0.493  0.07
O  0.117  3.281  -0.378  -0.05
H  1.644  1.365  1.182  0.01
H  2.533  1.759  -0.031  0.02
O  2.519  1.677  0.924  -0.03
H  3.542  -2.263  -0.755  0.00
H  3.452  -3.179  0.489  0.04
O  3.341  -3.153  -0.466  -0.04
H  4.005  -0.118  1.207  0.02
H  4.089  -0.844  2.510  0.05
O  3.724  -0.938  1.630  -0.05
H  -3.689  -1.550  2.262  0.05
H  -2.643  -0.686  1.644  -0.04
O  -3.336  -0.657  2.309  -0.06
H  -0.481  2.330  3.158  0.08
H  -1.124  1.651  1.920  0.02
O  -0.295  1.970  2.284  -0.03
H  -3.781  1.133  2.991  0.01
H  -2.883  -1.998  -1.666  0.00
O  -3.740  -2.010  -1.254  -0.05
H  -1.863  1.500  -0.846  0.11
H  -3.982  1.959  1.789  0.03
O  -3.582  2.024  2.664  -0.06
H  1.604  -1.921  -4.370  0.04
H  1.071  -0.621  -3.926  -0.02
O  0.959  -1.256  -4.629  -0.05

Atomic forces in eV per Å
C 0.17 0.30 -1.83
N 0.20 1.28 0.83
C 0.11 -2.72 -0.39
C 0.08 0.64 0.29
S 0.42 -0.23 -0.77
C -0.88 0.65 1.22
N -0.13 0.57 -0.28
O 0.80 0.79 -0.27
H -0.33 -0.37 -0.66
H 0.27 0.59 -0.10
H -0.28 -1.01 0.82
H 0.06 -0.07 0.52
H 0.65 -0.77 -0.55
H 0.25 0.28 -0.25
H -0.10 -0.16 0.46
H -0.36 -0.17 0.30
H -0.22 0.01 0.16
H 0.93 -0.45 -0.05
H -0.08 0.24 0.21
H 0.18 -0.25 0.26
O -0.09 0.02 -0.52
H -0.13 0.37 0.01
H 0.26 0.45 0.06
O 0.09 -0.80 0.18
H -0.04 -0.08 0.18
H 0.02 0.03 -0.04
O -0.07 -0.09 -0.14
H -0.04 0.16 0.04
H -0.32 0.28 -0.06
O 0.39 -0.13 0.16
H 0.58 0.11 0.43
H 0.21 0.33 0.05
O -0.67 -0.41 -0.42
H -0.25 0.14 0.06
H 0.08 -0.15 0.41
O 0.02 -0.08 -0.32
H -0.26 -0.07 0.16
H -0.12 0.23 -0.23
O 0.10 -0.27 0.02
H -0.23 0.05 -0.05
H -0.65 0.21 0.38
O 0.65 -0.20 -0.40
H 0.22 0.08 0.19
H -0.07 -1.29 -0.19
O -0.66 2.01 0.74
H -0.65 -0.08 -0.19
H -0.08 0.31 0.01
O 0.07 -0.20 -0.32
H 0.00 -0.36 -0.38
H -0.19 0.59 0.19
O 0.11 -0.30 0.08